Entry 1:
This record from the OMol25 dataset describes the molecule C4H8N4. The level of theory is ωB97M-V with the def2-TZVPD basis set.

Calculated values
SMILES string: NCCn1cnnc1
Calculated total energy, eV: -10237.227
Total charge: 0
Maximum force, hartree/bohr: 0.0480
Gap between HOMO and LUMO, eV: 10.4
ΔE to the lowest compared entry with this formula, charge and spin, eV: 1.015
LUMO energy, eV: 0.670
E_HOMO, eV: -9.687

Element x y z (Å)
N: -1.561 1.135 -0.685
C: -1.553 -0.254 -0.350
C: -0.549 -0.730 0.762
N: 0.753 -0.271 0.380
C: 1.567 -0.902 -0.522
N: 2.707 -0.250 -0.696
N: 2.608 0.947 0.003
C: 1.452 0.889 0.612
H: -1.735 1.731 0.090
H: -0.689 1.455 -1.146
H: -2.572 -0.617 -0.040
H: -1.357 -0.879 -1.221
H: -0.625 -1.809 0.811
H: -0.734 -0.303 1.743
H: 1.263 -1.822 -0.960
H: 1.023 1.680 1.218

Mulliken population analysis, charges in e, atoms 1 to 6:
1. N -0.54
2. C -0.59
3. C -0.66
4. N 0.11
5. C -0.06
6. N -0.47

Entry 2:
This record from the OMol25 dataset describes the molecule C4H8N4. The level of theory is ωB97M-V with the def2-TZVPD basis set.

Calculated values
SMILES string: [H]/N=c1\cc[nH]n1NC
Calculated total energy, eV: -10232.613
Total charge: 0
Maximum force, hartree/bohr: 0.1396
Gap between HOMO and LUMO, eV: 8.9
ΔE to the lowest compared entry with this formula, charge and spin, eV: 5.629
LUMO energy, eV: 0.802
E_HOMO, eV: -8.074

Element x y z (Å)
H: 1.438 2.659 0.376
N: 0.671 2.332 -0.173
C: 0.906 1.002 -0.212
C: 2.116 0.149 0.071
C: 1.614 -1.168 0.208
N: 0.349 -1.470 -0.338
N: -0.082 0.058 -0.532
N: -1.305 0.336 -0.596
C: -2.234 -0.016 0.565
H: 3.016 0.502 0.409
H: 2.426 -1.851 0.491
H: 0.407 -2.230 -0.946
H: -1.765 -0.053 -1.534
H: -2.147 -1.015 0.758
H: -2.056 0.814 1.407
H: -3.354 -0.049 0.045

Mulliken population analysis, charges in e, atoms 1 to 6:
1. H 0.22
2. N -0.73
3. C 0.64
4. C -0.65
5. C -0.28
6. N -0.37

Question: Number 2 is which compound?
Answer: C4H8N4